The following is a DFT calculation (ωB97M-V with the def2-TZVPD basis set) of a 2-piece molecular cluster, C5H14N2O overall.

- Relative energy (zero: lowest compared OMol25 entry of this formula, charge and spin): 176.1 kJ/mol
- SMILES: [H]/N=C/N(C)C.CCO
- Highest occupied orbital energy: -8.76 eV
- Energy: -10439.2030 eV

Geometry (Å):
H: -2.214 -0.126 1.042
N: -1.408 -0.599 0.647
C: -0.401 -0.625 1.427
N: 0.778 -1.172 1.066
C: 0.933 -1.866 -0.189
C: 1.897 -1.217 1.969
H: -0.403 -0.214 2.445
H: 1.417 -2.830 -0.023
H: -0.039 -2.071 -0.630
H: 1.553 -1.284 -0.874
H: 1.637 -0.773 2.929
H: 2.200 -2.252 2.151
H: 2.754 -0.684 1.542
C: -1.599 2.410 -1.374
C: -0.309 1.652 -1.656
O: -0.570 0.241 -1.909
H: -2.353 2.148 -2.112
H: -1.976 2.161 -0.384
H: -1.428 3.484 -1.432
H: 0.430 1.849 -0.864
H: 0.120 1.983 -2.605
H: -1.019 -0.216 -1.168

Results of the Löwdin charge analysis, in e, for atoms 1 through 6:
1 H 0.053
2 N 0.060
3 C -0.276
4 N -0.220
5 C -0.059
6 C -0.069